No. 1
{
  "formula": "C42H128O22",
  "method": "ωB97M-V/def2-TZVPD",
  "symbols": ["C", "O", "H", "H", "H", "H", "C", "O", "H", "H", "H", "H", "C", "O", "H", "H", "H", "H", "C", "O", "H", "H", "H", "H", "C", "O", "H", "H", "H", "H", "C", "O", "H", "H", "H", "H", "C", "O", "H", "H", "H", "H", "C", "O", "H", "H", "H", "H", "C", "O", "H", "H", "H", "H", "C", "O", "H", "H", "H", "H", "C", "O", "H", "H", "H", "H", "C", "O", "H", "H", "H", "H", "C", "C", "C", "O", "H", "H", "H", "H", "H", "H", "H", "H", "C", "C", "C", "O", "H", "H", "H", "H", "H", "H", "H", "H", "C", "C", "C", "O", "H", "H", "H", "H", "H", "H", "H", "H", "C", "C", "C", "O", "H", "H", "H", "H", "H", "H", "H", "H", "C", "C", "C", "O", "H", "H", "H", "H", "H", "H", "H", "H", "C", "C", "C", "O", "H", "H", "H", "H", "H", "H", "H", "H", "C", "C", "C", "O", "H", "H", "H", "H", "H", "H", "H", "H", "C", "C", "C", "O", "H", "H", "H", "H", "H", "H", "H", "H", "C", "C", "C", "O", "H", "H", "H", "H", "H", "H", "H", "H", "C", "C", "C", "O", "H", "H", "H", "H", "H", "H", "H", "H"],
  "coordinates": [[-11.3456, 33.4174, 24.3586], [-10.2359, 34.2900, 24.5150], [-11.8810, 33.5418, 23.4174], [-11.0582, 32.3768, 24.5092], [-12.0340, 33.6323, 25.1759], [-9.9577, 34.3210, 25.4333], [-17.0649, 30.8315, 23.3410], [-16.1837, 31.4706, 24.3123], [-17.0650, 29.7417, 23.3646], [-18.0815, 31.2119, 23.4411], [-16.8380, 31.1110, 22.3122], [-15.9471, 32.3156, 23.9230], [-17.5768, 29.6328, 19.6907], [-18.5227, 30.2263, 20.5361], [-17.8731, 28.7022, 19.2065], [-17.2679, 30.2562, 18.8516], [-16.7428, 29.3467, 20.3315], [-19.0371, 29.5999, 21.0505], [-18.8435, 38.2531, 22.5733], [-18.2167, 37.9055, 23.8008], [-18.7648, 39.3401, 22.5589], [-18.3726, 37.8525, 21.6756], [-19.9001, 37.9887, 22.5302], [-18.4712, 36.9989, 23.9876], [-18.7149, 39.2123, 18.3319], [-18.3762, 38.0593, 19.0333], [-19.1514, 40.0768, 18.8320], [-17.7964, 39.5966, 17.8884], [-19.3799, 38.9948, 17.4960], [-17.4524, 38.1759, 19.2672], [-18.6313, 34.1062, 23.9435], [-18.9302, 35.3202, 24.5827], [-18.6178, 33.3759, 24.7526], [-19.5255, 33.8159, 23.3921], [-17.8030, 34.1023, 23.2350], [-19.6281, 35.1382, 25.2162], [-14.2263, 38.3939, 19.9215], [-15.5951, 38.3146, 20.2375], [-13.9971, 39.4575, 19.8552], [-13.6637, 37.9318, 20.7327], [-14.1191, 37.8262, 18.9972], [-15.5715, 38.5138, 21.1763], [-15.6896, 40.3025, 23.3656], [-15.9935, 39.0711, 22.7035], [-16.5106, 40.8334, 23.8476], [-14.9270, 40.2044, 24.1381], [-15.3237, 40.9355, 22.5571], [-16.6333, 38.5423, 23.1858], [-10.8857, 36.3516, 21.6298], [-11.5437, 35.5403, 20.6821], [-11.1426, 37.4101, 21.5900], [-11.0962, 35.9934, 22.6376], [-9.8024, 36.3760, 21.5118], [-11.4617, 35.9636, 19.8243], [-13.6171, 28.2824, 18.5422], [-12.7164, 28.2162, 17.4452], [-14.6576, 28.0374, 18.3289], [-13.3141, 27.5314, 19.2717], [-13.5901, 29.2316, 19.0775], [-11.8621, 28.4889, 17.7879], [-8.4963, 32.3927, 22.2686], [-7.9117, 33.2027, 23.2707], [-8.9140, 31.4407, 22.5963], [-9.2016, 32.9068, 21.6157], [-7.7428, 32.0825, 21.5446], [-8.5950, 33.7016, 23.7243], [-9.5752, 30.2391, 18.9527], [-10.8488, 29.7139, 18.9052], [-8.8283, 29.6613, 18.4083], [-9.5208, 31.1643, 18.3789], [-9.2319, 30.3527, 19.9810], [-11.3016, 30.0171, 19.6955], [-14.6260, 32.1800, 19.9550], [-13.7601, 33.4146, 20.0514], [-14.6494, 34.6360, 20.1321], [-12.9181, 33.2553, 21.1295], [-15.3166, 32.1941, 20.7982], [-14.1218, 31.2183, 20.0497], [-15.1867, 32.1488, 19.0207], [-13.1394, 33.4362, 19.1556], [-15.3010, 34.6842, 19.2596], [-14.0817, 35.5665, 20.1322], [-15.3869, 34.6984, 20.9323], [-12.3373, 34.0196, 21.1158], [-15.7381, 36.4336, 16.0556], [-16.8674, 35.4070, 16.0479], [-17.8271, 35.8197, 14.9784], [-16.3340, 34.1402, 15.8136], [-16.1174, 37.4553, 16.0361], [-15.1146, 36.3573, 15.1648], [-15.1835, 36.2538, 16.9766], [-17.3363, 35.4377, 17.0314], [-17.3645, 35.7200, 13.9964], [-18.0929, 36.8767, 14.9902], [-18.7584, 35.2533, 14.9867], [-17.0356, 33.4882, 15.8774], [-20.5176, 32.4822, 15.1976], [-19.2590, 31.6942, 15.4076], [-18.5609, 31.3279, 14.0895], [-18.4180, 32.4972, 16.1342], [-20.9453, 32.8517, 16.1296], [-21.3093, 31.8776, 14.7552], [-20.3069, 33.2650, 14.4689], [-19.4039, 30.7353, 15.9051], [-19.1748, 30.7360, 13.4106], [-17.7236, 30.6729, 14.3302], [-18.2089, 32.2114, 13.5569], [-18.7808, 32.5906, 17.0181], [-15.3003, 35.0711, 25.5604], [-15.1847, 35.2022, 24.0264], [-13.9578, 35.9593, 23.5619], [-15.0489, 33.8855, 23.4635], [-14.3072, 34.8063, 25.9232], [-16.0834, 34.3472, 25.7859], [-15.5906, 35.9725, 26.1002], [-16.0918, 35.7040, 23.6897], [-13.0858, 35.5403, 24.0641], [-13.9915, 37.0278, 23.7746], [-13.7067, 35.8134, 22.5113], [-14.4643, 33.9359, 22.7037], [-14.5004, 31.1374, 15.8712], [-13.5770, 32.2432, 16.2248], [-12.1174, 31.8242, 16.0154], [-13.7883, 33.3168, 15.3072], [-15.5279, 31.4994, 15.9057], [-14.4312, 30.3337, 16.6042], [-14.2985, 30.6876, 14.8991], [-13.7317, 32.5833, 17.2488], [-11.9682, 30.9447, 16.6417], [-11.4281, 32.5730, 16.4057], [-11.9567, 31.4994, 14.9874], [-14.6912, 33.6147, 15.4396], [-9.7546, 34.7167, 18.0994], [-10.4245, 35.8951, 17.4102], [-11.8074, 35.5961, 16.8980], [-10.6874, 36.8760, 18.4170], [-9.3603, 34.0494, 17.3330], [-10.4672, 34.0637, 18.6032], [-8.9396, 34.9558, 18.7826], [-9.7656, 36.2638, 16.6240], [-12.4064, 35.1951, 17.7156], [-11.7872, 34.8213, 16.1315], [-12.2936, 36.4458, 16.4188], [-9.7976, 37.2065, 18.5608], [-20.8552, 32.8439, 20.8963], [-19.9351, 33.4830, 19.8348], [-18.6425, 34.0107, 20.4574], [-19.5193, 32.4413, 18.9717], [-21.7285, 32.4013, 20.4171], [-21.1648, 33.5926, 21.6254], [-20.3111, 32.0633, 21.4280], [-20.4826, 34.1984, 19.2212], [-18.8765, 34.7628, 21.2108], [-18.0684, 34.5319, 19.6913], [-18.1617, 33.2226, 21.0368], [-19.2568, 31.6607, 19.4651], [-13.5454, 29.9430, 22.5656], [-12.0281, 29.7819, 22.3306], [-11.5817, 28.3342, 22.1075], [-11.6286, 30.6716, 21.3239], [-13.8771, 29.6262, 23.5544], [-14.1042, 29.4672, 21.7597], [-13.8138, 30.9947, 22.4654], [-11.5643, 30.1396, 23.2498], [-10.5005, 28.2610, 21.9902], [-12.1713, 27.8746, 21.3143], [-11.8079, 27.7419, 22.9942], [-12.0052, 31.5129, 21.5920], [-4.0685, 35.2793, 19.8002], [-5.5943, 35.4897, 19.5204], [-6.4728, 35.3264, 20.7696], [-5.8136, 36.8255, 19.0812], [-3.8035, 34.2514, 20.0479], [-3.8174, 35.9700, 20.6052], [-3.4244, 35.5460, 18.9623], [-5.9341, 34.7958, 18.7515], [-7.5432, 35.2792, 20.5688], [-6.2503, 36.1235, 21.4789], [-6.1996, 34.3913, 21.2584], [-5.1886, 37.0734, 18.3960], [-11.7206, 40.6131, 17.8092], [-11.8777, 39.8128, 16.5152], [-13.3401, 39.5584, 16.2135], [-11.2800, 40.4893, 15.4260], [-10.7113, 40.9822, 17.9914], [-11.9699, 39.9393, 18.6289], [-12.4250, 41.4185, 18.0171], [-11.3527, 38.8657, 16.6396], [-13.8431, 38.9376, 16.9549], [-13.4382, 39.0976, 15.2305], [-13.8771, 40.5067, 16.1912], [-11.5944, 41.3858, 15.2882]],
  "mulliken_charge": [-0.230, -0.574, -0.320, 0.523, 0.370, 0.286, -0.406, -0.562, 0.391, 0.266, -0.013, 0.119, -0.450, -0.421, 0.423, 0.084, 0.168, 0.238, -0.712, -0.696, 0.255, 0.281, 0.400, 0.338, -0.793, -0.295, 0.285, 0.263, 0.269, 0.284, -0.471, -0.560, 0.439, 0.427, -0.157, 0.265, 0.198, -0.159, 0.468, 0.022, -0.385, 0.115, -0.813, -0.641, 0.284, 0.275, 0.326, 0.360, -0.670, 0.232, 0.268, 0.143, 0.094, -0.384, -0.338, -0.601, 0.361, 0.502, -0.389, 0.403, -0.769, -0.627, 0.371, 0.199, 0.411, 0.451, -0.514, -0.388, 0.392, 0.009, 0.129, 0.464, 0.043, 2.275, -0.418, 2.249, -0.359, -1.073, 0.133, -0.619, 0.032, -0.365, -0.378, -0.728, -1.338, 1.414, -1.666, 0.119, 0.569, 0.430, -0.181, -0.228, 0.405, 0.411, 0.218, -0.038, -1.434, 0.692, -1.446, -0.141, 0.297, 0.438, 0.299, 0.250, 0.450, 0.320, 0.277, -0.158, -1.695, 1.046, -0.947, 0.442, 0.309, 0.335, 0.355, 0.026, -0.006, 0.472, -0.119, -0.396, -0.475, 2.264, -1.322, -0.604, -0.228, -0.069, 0.414, -1.079, 0.223, 0.087, 0.478, 0.475, -0.178, 0.327, -0.778, -0.742, 0.651, -0.336, -0.563, 0.587, -0.380, 0.483, 0.261, 0.402, -1.395, 0.208, 0.515, -0.420, 0.362, 0.425, 0.176, 0.447, 0.110, -0.292, -0.365, 0.156, -0.837, 1.083, -1.491, 0.174, 0.533, 0.114, -0.243, 0.014, 0.386, 0.127, 0.488, -0.329, -1.374, 0.571, -0.660, -0.548, 0.345, 0.337, 0.422, 0.143, -0.231, 0.388, 0.292, 0.309, -1.189, 1.156, -0.963, -0.614, 0.396, 0.062, 0.387, -0.333, -0.033, 0.306, 0.565, 0.340],
  "total_charge": 0,
  "e_above_lowest_kcal_mol": 13.4
}

=====

No. 2
{
  "formula": "C42H23ClF9N6O5SSbTi",
  "method": "ωB97M-V/def2-TZVPD",
  "symbols": ["Ti", "O", "C", "C", "C", "C", "C", "C", "C", "O", "N", "N", "C", "C", "C", "C", "C", "C", "C", "O", "H", "H", "H", "H", "H", "H", "H", "H", "H", "H", "F", "C", "C", "F", "C", "F", "C", "S", "C", "F", "C", "F", "C", "Sb", "C", "C", "H", "H", "H", "H", "H", "H", "H", "H", "H", "Cl", "C", "C", "C", "C", "C", "C", "C", "O", "O", "H", "H", "H", "H", "F", "C", "C", "F", "C", "C", "C", "F", "C", "C", "C", "N", "C", "N", "F", "C", "C", "N", "C", "N"],
  "coordinates": [[0.2235, -0.1285, -0.0978], [1.6009, 2.5743, -3.2293], [2.2013, 3.4229, -2.3753], [2.5934, 4.6693, -2.8650], [3.1971, 5.5887, -2.0354], [3.4175, 5.2951, -0.6900], [3.0372, 4.0692, -0.1947], [2.4335, 3.1122, -1.0221], [2.0082, 1.8362, -0.4527], [1.3422, 0.9494, -1.1593], [2.3068, 1.5776, 0.7983], [1.7530, 0.3925, 1.1656], [2.0781, -0.1524, 2.2887], [1.7481, -1.5205, 2.5530], [2.0708, -2.1276, 3.7760], [1.9511, -3.4868, 3.9352], [1.5951, -4.2800, 2.8415], [1.2650, -3.7069, 1.6329], [1.2511, -2.3124, 1.4859], [0.7975, -1.7643, 0.3755], [1.3945, 1.7457, -2.7606], [2.4052, 4.8763, -3.9093], [3.4885, 6.5507, -2.4351], [3.8742, 6.0291, -0.0407], [3.1827, 3.8158, 0.8447], [2.7272, 0.3869, 2.9749], [2.4255, -1.5022, 4.5866], [2.1568, -3.9529, 4.8883], [1.5904, -5.3577, 2.9370], [1.0149, -4.3122, 0.7708], [-3.8203, 1.5647, -5.6563], [-2.9405, 0.9093, -4.9000], [-2.5130, 1.4475, -3.6991], [-2.9995, 2.6144, -3.2742], [-1.5922, 0.7559, -2.9394], [-1.1884, 1.3001, -1.7667], [-1.0808, -0.4899, -3.2947], [0.0344, -1.3828, -2.3140], [-1.5580, -1.0176, -4.5008], [-1.1541, -2.2303, -4.8825], [-2.4531, -0.3286, -5.2978], [-2.8716, -0.8577, -6.4481], [-2.0251, -5.3450, 1.7637], [-1.9556, -3.3164, 0.9458], [-4.1300, -3.1736, 0.9674], [-1.7308, -2.4162, 2.9105], [-2.7927, -5.3752, 2.5350], [-1.0668, -5.6279, 2.1926], [-2.2880, -6.0545, 0.9818], [-4.5018, -3.8450, 1.7394], [-4.5374, -3.4764, 0.0051], [-4.4416, -2.1556, 1.1863], [-2.7104, -2.0885, 3.2521], [-1.0758, -1.5497, 2.8487], [-1.3187, -3.1463, 3.6047], [-7.1635, 0.0314, -3.3747], [-5.8693, -0.0066, -2.2348], [-5.9010, 0.8371, -1.1328], [-4.8649, 0.7951, -0.2172], [-3.7897, -0.0645, -0.4175], [-3.7774, -0.9156, -1.5205], [-4.8178, -0.8923, -2.4297], [-2.6679, -0.0799, 0.5583], [-2.7837, 0.3199, 1.7059], [-1.5390, -0.5718, 0.1015], [-6.7268, 1.5183, -0.9859], [-4.8828, 1.4258, 0.6602], [-2.9673, -1.6251, -1.6392], [-4.8237, -1.5666, -3.2744], [-3.3043, 3.4578, 4.9603], [-2.0476, 3.0889, 5.1337], [-1.5759, 2.9395, 6.3905], [-2.3807, 3.1835, 7.4097], [-0.2293, 2.5184, 6.6681], [0.6153, 2.3971, 5.5093], [0.1323, 2.5236, 4.2572], [0.9713, 2.3756, 3.2453], [-1.2443, 2.8149, 3.9774], [-1.7607, 2.7767, 2.6950], [-1.0382, 2.2138, 1.6190], [-0.4636, 1.7338, 0.7473], [-3.0930, 3.1498, 2.3679], [-4.1487, 3.4651, 2.0439], [1.8950, 2.0970, 5.6586], [0.2118, 2.2103, 7.9353], [1.5594, 1.8566, 8.2245], [2.6346, 1.5730, 8.5138], [-0.6491, 2.1106, 9.0625], [-1.3021, 1.9433, 9.9930]],
  "mulliken_charge": [-0.610, -0.750, 0.409, -0.689, -0.335, -0.868, -0.746, 0.161, 1.613, 0.096, -1.116, 1.132, -0.439, -0.155, -0.633, -0.932, -0.518, -0.176, 0.103, -0.721, 0.425, 0.459, 0.385, 0.412, 0.522, 0.535, 0.497, 0.418, 0.499, 0.730, -0.360, 0.683, -0.105, -0.381, -0.585, -0.239, 1.051, -0.478, 0.232, -0.366, 0.295, -0.321, -1.261, 0.943, -1.385, -1.099, 0.391, 0.271, 0.393, 0.563, 0.350, 0.367, 0.486, -0.027, 0.490, -0.222, 0.294, -0.983, -0.568, 0.957, 0.625, -1.420, -0.197, -0.668, 0.362, 0.482, 0.335, 0.635, 0.457, -0.305, -0.426, 0.431, -0.285, 0.211, 0.133, 0.604, -0.190, 0.679, 0.355, 0.412, -0.064, -0.257, -0.604, -0.327, 1.026, -0.012, -0.459, -0.192, -0.435],
  "total_charge": 0
}

=====

Calculated LUMO energy in order - 0.3, -4.3 eV